# 1
{"formula": "C19H26ClO2Si", "method": "the ωB97M-V functional and the def2-TZVPD basis", "symbols": ["H", "C", "C", "O", "H", "C", "C", "H", "C", "H", "C", "O", "H", "H", "H", "Si", "H", "C", "C", "H", "C", "H", "C", "C", "H", "C", "H", "H", "H", "C", "H", "C", "C", "H", "H", "C", "H", "C", "H", "H", "C", "H", "Cl", "H", "C", "H", "H", "H", "H"], "xyz": [[4.519, 1.938, -1.778], [-1.288, -3.185, 1.654], [1.452, 3.095, -0.990], [1.267, 0.298, -0.812], [-2.869, -0.178, 1.297], [-1.306, -1.698, 1.702], [-1.472, 0.798, -1.264], [0.258, -2.738, -1.771], [-3.005, 2.389, -2.223], [4.214, 0.210, -1.545], [0.861, -1.501, 2.913], [-2.690, 1.077, -1.732], [-1.302, 0.995, 1.996], [0.523, 2.375, 2.942], [-1.130, -3.585, 2.665], [2.091, 1.490, -1.702], [2.062, 0.302, -3.897], [-3.400, -2.278, 0.925], [3.879, 1.214, -1.264], [0.928, -2.591, 2.947], [0.452, -0.719, -1.253], [-4.422, -2.189, 0.570], [1.737, 0.670, 3.481], [0.608, 1.292, 2.927], [1.984, -2.217, -1.134], [-0.277, -0.899, 2.304], [1.939, 3.947, -1.479], [0.370, 3.217, -1.118], [4.041, 1.323, -0.185], [1.723, 1.277, -3.522], [-0.973, 1.538, -0.613], [-0.924, -0.445, -1.484], [-2.579, -1.228, 1.299], [1.664, 3.155, 0.086], [-2.606, 2.515, -3.241], [0.941, -1.993, -1.360], [-3.219, -4.228, 1.872], [-2.718, -3.596, 1.124], [-0.503, -3.613, 1.017], [-2.630, -4.188, 0.201], [-0.395, 0.516, 2.367], [2.717, -1.192, 3.966], [2.998, 1.632, 4.117], [0.654, 1.363, -3.756], [1.851, -0.727, 3.497], [-2.633, 3.185, -1.561], [-4.095, 2.418, -2.266], [-1.543, -1.295, -1.820], [2.247, 2.050, -4.099]], "forces_ev_per_a": [[0.03, -0.06, 0.08], [-0.89, -0.66, -0.37], [0.09, 0.18, -0.07], [-0.64, -0.35, -0.21], [0.02, -0.40, -0.12], [0.10, 0.04, 1.00], [1.10, -1.44, -0.30], [0.40, -0.04, 0.25], [0.12, -0.15, 0.06], [-0.09, 0.11, -0.04], [-0.20, 0.19, -0.16], [-0.94, 0.02, 0.21], [0.42, -0.04, -0.02], [0.03, -0.21, 0.04], [0.04, 0.12, -0.18], [-0.36, -0.52, 0.35], [-0.03, 0.19, 0.14], [1.22, 0.35, 0.64], [0.09, 0.13, -0.10], [0.15, 0.40, -0.08], [2.16, -1.56, 1.01], [0.15, 0.10, 0.07], [-0.40, -0.22, -0.45], [-0.19, -0.19, -0.06], [-0.38, -0.01, -0.22], [0.20, 0.13, 0.08], [-0.07, -0.03, 0.13], [0.18, -0.04, -0.09], [-0.07, 0.04, -0.14], [0.04, 0.04, -0.11], [-0.02, -0.12, -0.83], [-1.76, 1.74, 0.14], [-0.97, -0.36, -0.70], [0.04, -0.03, -0.20], [0.00, -0.02, 0.36], [-0.52, 1.34, -0.07], [-0.12, 0.23, -0.30], [1.09, 0.33, 0.23], [-0.02, 0.35, 0.12], [-0.26, 0.20, 0.17], [0.11, -0.17, 0.06], [-0.22, 0.13, -0.13], [-0.04, -0.03, 0.05], [0.18, 0.01, 0.14], [-0.18, -0.24, -0.08], [-0.03, -0.25, -0.12], [0.19, 0.12, 0.02], [0.30, 0.81, -0.30], [-0.07, -0.13, 0.09]], "charge": 1, "gap_ev": 5.05, "homo_energy_ev": -10.486}

=====

# 2
{"formula": "C20H31InN4O2Si", "method": "the ωB97M-V functional and the def2-TZVPD basis", "symbols": ["C", "H", "H", "H", "In", "C", "H", "C", "H", "C", "Si", "H", "H", "C", "C", "H", "C", "C", "C", "C", "O", "N", "H", "N", "H", "H", "H", "C", "H", "H", "H", "H", "N", "H", "H", "C", "H", "C", "H", "H", "C", "H", "H", "C", "C", "H", "H", "H", "H", "H", "H", "C", "C", "O", "H", "H", "N", "C", "C"], "xyz": [[3.511, -0.993, 1.479], [3.262, 4.637, -2.523], [1.995, -0.471, 2.904], [0.650, 5.248, -2.223], [-1.094, -0.880, -0.926], [2.076, 4.632, -0.715], [-3.827, -2.744, -3.068], [-4.092, -4.742, -2.260], [-4.167, -5.337, 1.055], [-3.911, -3.443, 0.133], [-0.895, -0.073, 2.666], [2.002, 1.798, -0.517], [0.679, -0.312, 4.631], [2.947, 3.926, -1.756], [2.830, -1.981, -2.099], [4.337, -0.846, 2.164], [3.755, -1.421, 0.176], [0.650, 4.875, -1.194], [2.229, -0.747, 1.893], [2.669, -1.564, -0.673], [-3.582, -1.488, -0.983], [-0.112, -0.894, 1.361], [3.875, -1.953, -2.390], [1.432, -1.313, -0.270], [2.026, 4.062, 0.214], [-1.180, 3.895, -0.931], [-0.908, 2.387, 3.310], [2.236, 2.760, -2.445], [2.541, 5.591, -0.480], [1.329, 0.876, -1.852], [0.483, 1.999, 2.315], [4.752, -1.627, -0.178], [-0.200, 3.699, -1.093], [-2.992, -0.462, 1.369], [-4.167, -5.220, -3.222], [0.069, 2.400, -1.174], [1.550, 3.120, -3.214], [-2.723, -0.546, 2.422], [-1.105, 2.160, 1.582], [0.189, 5.641, -0.568], [-4.174, -5.482, -1.089], [2.456, -2.995, -2.226], [3.846, 3.554, -1.257], [-4.092, -4.806, 0.121], [-0.274, -0.746, 4.349], [-3.822, -2.859, 1.037], [-3.387, 0.102, 2.985], [2.247, -1.327, -2.745], [2.988, 2.150, -2.947], [-2.907, -1.564, 2.756], [-0.163, -1.826, 4.317], [-0.577, 1.800, 2.459], [1.457, 1.890, -1.461], [-0.866, 1.599, -1.009], [-0.987, -0.503, 5.131], [-4.292, -6.554, -1.120], [-3.807, -2.746, -1.015], [1.145, -0.959, 0.994], [-3.913, -3.380, -2.198]], "forces_ev_per_a": [[-0.04, 0.09, -0.01], [0.07, 0.02, 0.10], [0.10, 0.13, 0.22], [-0.01, 0.01, 0.04], [0.92, 0.46, 1.58], [0.02, 0.05, -0.24], [-0.02, 0.03, 0.11], [-0.06, -0.12, 0.21], [0.02, 0.00, 0.14], [0.01, -0.12, 0.34], [-0.30, 0.09, 0.63], [-0.04, -0.09, 0.06], [0.18, 0.09, 0.09], [-0.14, -0.07, -0.01], [-0.02, 0.00, 0.08], [0.00, -0.03, 0.04], [-0.25, -0.05, -0.23], [0.47, 0.30, 0.02], [-0.14, -0.09, -0.12], [0.88, 0.09, -0.06], [0.91, 1.98, 0.08], [-2.04, 0.14, -1.44], [0.07, -0.01, -0.12], [-1.13, 0.10, -0.46], [0.07, 0.01, 0.06], [0.09, -0.16, -0.01], [-0.07, 0.06, 0.21], [0.19, 0.01, 0.15], [-0.10, 0.01, 0.10], [0.01, 0.18, 0.12], [0.19, -0.06, 0.00], [0.08, 0.00, -0.03], [-0.51, 0.10, 0.07], [-0.14, 0.00, -0.09], [0.02, 0.00, -0.13], [0.43, -0.02, 0.04], [0.05, 0.03, -0.07], [0.72, 0.46, 0.17], [-0.11, 0.03, -0.19], [-0.02, -0.08, -0.09], [0.03, 0.22, 0.01], [-0.03, -0.12, -0.09], [0.04, 0.04, -0.08], [-0.06, -0.15, -0.25], [-0.33, 0.45, -0.78], [-0.02, 0.08, -0.09], [-0.14, 0.15, 0.10], [0.01, 0.03, -0.12], [-0.08, -0.04, -0.08], [0.07, -0.20, 0.03], [0.00, -0.17, -0.06], [-0.24, -0.70, 0.19], [0.04, 0.00, -0.24], [-0.72, -1.14, 0.07], [-0.14, 0.05, 0.14], [-0.05, -0.06, 0.01], [-0.13, -1.62, -0.02], [1.40, -0.27, 0.31], [0.00, -0.09, -0.37]], "charge": 1, "gap_ev": [7.72, 5.03], "multiplicity": 2, "homo_energy_ev": [-10.346, -10.232]}

=====

# 3
{"formula": "C8H25F3N8O7", "method": "the ωB97M-V functional and the def2-TZVPD basis", "symbols": ["N", "H", "O", "O", "N", "O", "C", "H", "N", "H", "O", "H", "F", "H", "H", "H", "C", "H", "H", "C", "C", "H", "N", "O", "C", "H", "H", "H", "F", "H", "F", "H", "O", "H", "O", "N", "H", "H", "H", "H", "H", "C", "H", "H", "C", "N", "H", "N", "H", "N", "C"], "xyz": [[1.485, -1.421, 2.609], [0.356, -0.282, -0.770], [-1.302, -0.379, -1.668], [2.412, -3.410, 2.312], [-0.241, -3.162, -2.049], [0.268, -5.309, -1.518], [0.180, 3.018, 1.789], [0.838, 2.777, 3.642], [4.878, 1.249, -2.714], [5.734, 0.725, -2.601], [-2.309, 1.458, -0.752], [0.507, -3.122, -2.727], [-3.227, -0.225, 1.564], [-3.173, -0.219, -1.153], [4.778, 2.162, -2.295], [2.377, -1.049, 2.318], [-0.372, -4.263, -1.362], [-3.472, 4.011, -1.405], [1.796, 0.314, -1.120], [-2.213, 0.004, -0.687], [3.763, 0.498, -2.751], [-3.556, 4.243, 0.362], [3.991, -0.782, -3.038], [1.192, 0.041, -0.426], [-3.496, 2.118, -0.288], [-0.760, -2.315, -1.863], [3.128, -1.296, -3.146], [0.084, 4.359, 3.169], [-2.128, -1.928, 0.526], [-1.737, -3.331, -0.337], [-1.208, -0.262, 1.376], [-1.612, -5.054, -0.121], [0.435, 1.957, 1.252], [-0.715, 4.819, 1.386], [2.590, 0.920, -2.657], [-0.476, 3.868, 1.145], [-0.333, 3.752, 0.152], [0.968, 0.770, 0.157], [0.579, -1.024, 2.403], [-2.126, 3.703, -0.369], [0.299, -4.202, 2.929], [1.466, -2.703, 2.634], [-4.447, 1.858, -0.754], [4.935, -1.100, -2.869], [-2.235, -0.585, 0.661], [0.334, -3.196, 3.004], [-3.570, 1.912, 0.780], [0.461, 3.441, 2.981], [-0.444, -2.709, 3.426], [-1.475, -4.237, -0.699], [-3.208, 3.588, -0.436]], "forces_ev_per_a": [[0.45, 4.70, -0.02], [-2.79, -0.79, -1.87], [0.90, -0.29, 3.62], [0.68, -0.31, 0.04], [2.39, 2.72, -2.24], [0.65, 0.49, 0.08], [1.23, -2.65, 0.65], [-0.18, 0.60, 0.30], [0.24, 0.71, 0.52], [0.10, 0.67, 0.03], [0.29, 0.10, 0.77], [-0.18, 0.05, 0.26], [-0.55, -1.03, -1.83], [-0.87, -0.89, 0.51], [0.30, -0.17, -0.07], [-0.57, 0.47, -0.22], [1.73, -3.19, -2.24], [-0.30, -0.10, 0.02], [0.64, 0.63, -1.67], [-1.93, 1.69, -5.81], [-1.67, 0.47, -0.59], [-0.60, -0.23, -0.01], [0.07, -0.35, 0.12], [1.44, -0.90, 1.37], [0.92, 0.03, 1.16], [-0.23, 0.40, -0.14], [0.68, -0.72, 0.08], [0.51, -0.51, 1.01], [-1.32, 0.28, 0.68], [-0.35, -0.80, -0.11], [3.38, 0.83, 1.25], [-0.14, 0.30, 0.13], [1.59, -2.25, 0.08], [0.22, -0.31, 0.39], [0.95, 0.10, 0.75], [-3.29, 5.03, -5.66], [-0.60, -0.02, -0.06], [-0.38, 1.61, 1.20], [0.63, 0.86, -0.09], [-0.33, -0.17, -0.22], [-0.32, 0.19, 0.17], [2.79, -2.72, -0.93], [0.17, -0.54, -0.40], [-0.67, -0.95, -0.33], [-0.05, -0.22, 1.50], [-4.03, -3.10, 1.21], [-0.41, -0.04, 0.08], [1.29, -0.16, 3.38], [0.39, -0.02, -0.18], [-3.74, -0.43, 3.76], [0.89, 0.93, -0.44]], "gap_ev": 8.17, "homo_energy_ev": -8.268}

=====

# 4
{"formula": "C15H25NO4", "method": "the ωB97M-V functional and the def2-TZVPD basis", "symbols": ["H", "H", "H", "C", "O", "H", "H", "H", "H", "O", "N", "H", "C", "H", "H", "C", "O", "C", "H", "H", "H", "H", "C", "H", "H", "H", "C", "C", "H", "C", "C", "H", "O", "C", "H", "H", "C", "H", "C", "H", "H", "H", "C", "C", "C"], "xyz": [[3.843, 3.199, 0.593], [1.921, 1.403, -0.330], [0.178, 0.134, 2.645], [1.933, -2.057, 2.003], [0.322, -2.414, -0.524], [-3.714, 2.627, -1.849], [-0.635, -2.882, -2.288], [-0.126, -4.958, -0.980], [5.526, 2.304, -0.794], [-2.128, 1.012, 2.183], [-2.624, 0.920, -0.028], [-2.267, 0.676, -0.940], [0.684, -1.123, -0.899], [2.371, 0.600, -1.830], [1.732, -1.973, 3.068], [3.990, 0.821, -0.451], [-0.345, -0.194, -0.642], [-1.822, 0.723, 1.041], [2.514, -0.017, 1.767], [4.246, 2.281, -2.029], [-4.954, 3.316, -0.728], [-1.697, -2.331, -0.967], [-1.012, -4.371, -0.756], [-4.155, 1.733, 1.095], [2.949, -2.422, 1.867], [4.175, 0.764, 0.625], [-0.509, 0.107, 0.696], [1.767, -0.691, 1.329], [1.242, -2.771, 1.567], [4.443, 2.192, -0.958], [-4.374, 2.453, -1.013], [-6.002, 1.015, -0.503], [3.745, 3.258, -0.364], [0.418, -0.118, 1.624], [-1.867, -4.800, -1.272], [-1.188, -4.404, 0.315], [-4.994, 1.090, -0.879], [0.810, -1.073, -1.998], [-0.809, -2.934, -1.202], [-4.752, 0.350, -1.627], [4.594, 0.052, -0.934], [2.714, -1.542, -0.423], [2.511, 0.583, -0.746], [1.996, -0.750, -0.191], [-3.911, 1.518, 0.063]], "forces_ev_per_a": [[0.01, 0.04, -0.07], [-0.04, 0.01, -0.06], [-0.16, 0.09, 0.08], [-0.03, 0.17, -0.01], [0.03, 0.03, 0.12], [0.11, -0.05, -0.06], [-0.04, 0.02, 0.10], [0.06, -0.11, -0.03], [-0.12, -0.02, -0.12], [0.02, 0.03, 0.13], [0.08, -0.09, -0.45], [0.05, -0.03, 0.12], [0.64, -0.23, -0.52], [-0.04, 0.07, -0.07], [0.01, -0.05, 0.14], [-0.28, 0.41, -0.26], [-0.20, 0.26, 0.29], [-0.16, 0.01, -0.11], [-0.04, 0.00, -0.05], [0.07, -0.05, 0.02], [-0.06, 0.06, 0.06], [0.12, -0.06, -0.07], [0.16, 0.42, -0.09], [-0.09, 0.03, -0.12], [0.12, -0.07, 0.01], [0.09, -0.04, 0.05], [0.49, -0.17, 0.34], [0.02, -0.26, -0.16], [-0.02, -0.07, 0.05], [0.39, -0.46, 0.01], [0.03, 0.15, 0.06], [-0.08, 0.02, 0.07], [-0.27, 0.32, 0.30], [-0.14, 0.12, -0.28], [-0.09, -0.08, -0.03], [-0.05, -0.04, 0.11], [-0.09, -0.11, 0.09], [-0.04, -0.02, 0.29], [-0.25, -0.10, -0.10], [0.10, -0.06, -0.06], [0.08, -0.07, 0.03], [-0.02, -0.01, -0.02], [0.10, -0.24, 0.16], [-0.33, 0.16, -0.08], [-0.19, 0.11, 0.16]], "smiles": "CCO[C@H]1OC(C(=O)NC2CC2)=C[C@@H](C)[C@@H]1CCCO", "gap_ev": 9.65, "homo_energy_ev": -8.900}

=====

# 5
{"formula": "C5H18NO2", "method": "the ωB97M-V functional and the def2-TZVPD basis", "symbols": ["H", "H", "H", "H", "H", "C", "H", "H", "N", "H", "H", "H", "H", "O", "C", "H", "C", "H", "O", "H", "H", "C", "C", "H", "H", "H"], "xyz": [[-0.568, -2.298, -1.684], [2.853, -1.338, 3.771], [-1.282, 3.440, 2.447], [1.566, 1.379, 0.842], [0.744, -0.506, -2.139], [-1.651, -0.921, -3.139], [-1.412, -0.597, 1.216], [-2.764, -0.990, -3.190], [-0.556, -0.032, 1.084], [1.880, -0.317, 4.142], [2.371, -0.277, 0.881], [-0.511, 0.712, -1.539], [-1.364, -1.643, -3.889], [-0.701, 3.104, 1.751], [-0.018, -0.294, -1.395], [-1.931, -1.467, -1.086], [0.478, -0.361, 0.015], [0.784, -1.448, 0.153], [2.175, -0.789, 3.350], [-0.818, 0.945, 0.785], [-1.413, 0.093, -3.450], [-1.095, -1.308, -1.783], [1.737, 0.437, 0.327], [2.281, 0.542, -0.632], [-0.039, 0.072, 2.025], [-0.747, 3.863, 1.136]], "forces_ev_per_a": [[-0.59, 0.57, -0.86], [0.08, -0.24, -0.50], [0.00, -0.48, 0.31], [0.20, -0.04, -0.09], [0.57, 0.63, 0.23], [-1.51, -0.98, -0.59], [-0.24, -0.45, -0.14], [0.69, 0.15, 0.38], [1.58, 1.87, -0.59], [-0.45, 0.28, -0.36], [-0.16, 1.00, 0.40], [0.95, -0.58, -0.22], [0.47, 0.09, -0.48], [-0.24, 0.92, -0.43], [-2.44, 1.31, 0.17], [0.29, 0.70, 0.22], [0.87, -2.77, 0.56], [-0.63, 1.12, 0.18], [0.33, -0.06, 0.85], [-0.46, -0.51, 0.91], [0.30, -0.03, 0.00], [0.31, -1.05, 1.05], [0.83, -1.18, -0.82], [-0.29, 0.54, 0.41], [-0.76, -0.26, -0.59], [0.29, -0.56, 0.01]], "gap_ev": [3.70, 11.89], "multiplicity": 2, "homo_energy_ev": [-2.876, -11.297]}

=====

| no. | DFT total energy (Eh) |
| --- | --- |
| 1 | -1639.5031 |
| 2 | -1629.6442 |
| 3 | -1584.1545 |
| 4 | -942.2490 |
| 5 | -406.3865 |